No. 1
2 unconnected molecules or ions with the total composition C2H6F2N2 at a distorted geometry. Source: the Open Molecules 2025 dataset; level of theory: ωB97M-V/def2-TZVPD.

Structure (XYZ):
```
12
Properties=species:S:1:pos:R:3:nbo_charge:R:1
C -0.341 0.467 1.598 -0.438
C 0.367 -0.992 -1.511 0.517
N 0.346 0.978 0.449 -0.403
N -0.176 0.924 -0.765 -0.385
F -0.655 -1.475 -2.311 -0.373
F 0.624 -1.956 -0.575 -0.363
H -0.620 1.250 2.276 0.199
H -1.338 0.167 1.319 0.211
H 0.312 -0.330 2.116 0.206
H 1.304 -0.892 -2.161 0.111
H 1.274 1.201 0.400 0.375
H -1.098 0.658 -0.836 0.344
```

Output
Orbital gap: 8.72 eV



No. 2
C2H6F2Si in the gas phase at a distorted geometry. Source: the Open Molecules 2025 dataset; level of theory: ωB97M-V/def2-TZVPD.

Structure (XYZ):
```
11
Properties=species:S:1:pos:R:3:nbo_charge:R:1
C -0.284 -1.353 -0.833 -1.138
C 0.734 1.051 0.794 -0.396
F 1.819 0.268 0.654 -0.371
F -1.343 1.251 -1.093 -0.648
Si -0.780 0.245 0.036 1.661
H 0.768 -1.041 -0.924 0.253
H -0.123 -2.171 -0.112 0.248
H -0.673 -1.806 -1.698 0.259
H 1.127 1.867 0.304 0.199
H 0.541 1.341 1.820 0.179
H -1.786 0.348 1.053 -0.245
```

Output
Orbital gap: 11.93 eV
Structure (SMILES): C[Si@H](F)CF



No. 3
C2H6FN in the gas phase at a distorted geometry. Source: the Open Molecules 2025 dataset; level of theory: ωB97M-V/def2-TZVPD.

Structure (XYZ):
```
10
Properties=species:S:1:pos:R:3:nbo_charge:R:1
C 0.936 0.152 0.152 -0.233
C -0.309 -0.390 0.869 0.050
H -0.050 0.371 -1.561 0.367
H 1.413 0.121 -1.886 0.363
H 0.984 1.296 0.342 0.149
H 1.784 -0.242 0.641 0.195
H -0.255 0.056 1.850 0.163
H -0.341 -1.464 0.883 0.179
N 0.754 -0.173 -1.170 -0.841
F -1.398 0.278 0.200 -0.391
```

Output
Orbital gap: 10.57 eV
Structure (SMILES): NCCF



No. 4
2 unconnected molecules or ions with the total composition C2H6FN at a distorted geometry. Source: the Open Molecules 2025 dataset; level of theory: ωB97M-V/def2-TZVPD.

Structure (XYZ):
```
10
Properties=species:S:1:pos:R:3:nbo_charge:R:1
C -0.239 1.188 -0.007 -0.495
C -0.190 -1.206 -0.013 -0.480
N 0.171 0.000 -0.619 0.019
F 2.248 0.014 -0.052 -0.441
H -0.645 1.076 1.007 0.183
H 0.600 1.886 0.008 0.280
H -0.980 1.646 -0.673 0.243
H 0.450 -2.005 -0.384 0.246
H -0.198 -1.178 1.086 0.200
H -1.216 -1.421 -0.353 0.244
```

Output
Orbital gap (spin up / spin down): 9.53 / 8.36 eV



No. 5
2 unconnected molecules or ions with the total composition C2H6FN at a distorted geometry. Source: the Open Molecules 2025 dataset; level of theory: ωB97M-V/def2-TZVPD.

Structure (XYZ):
```
10
Properties=species:S:1:pos:R:3:nbo_charge:R:1
C -1.091 -0.135 0.107 -0.635
C 0.275 0.501 0.092 -0.298
N 1.301 -0.485 0.443 -0.068
F 2.484 -0.058 -0.114 -0.260
H -1.123 -0.869 0.846 0.225
H -1.821 0.730 0.217 0.226
H -1.444 -0.608 -0.857 0.215
H 0.634 0.986 -0.844 0.201
H 0.190 1.419 0.789 0.191
H 0.594 -1.480 -0.679 0.203
```

Output
Orbital gap: 9.73 eV



No. 6
A molecular structure, C2H6FN2O2PS at a distorted geometry. Source: the Open Molecules 2025 dataset; level of theory: ωB97M-V/def2-TZVPD.

Structure (XYZ):
```
15
Properties=species:S:1:pos:R:3:nbo_charge:R:1
C 1.081 -0.748 -0.322 0.744
C 2.557 -0.955 0.067 -0.052
N -1.560 0.815 -1.330 -1.178
N -1.873 1.395 1.203 -1.167
O 0.668 -1.074 -1.414 -0.708
O 0.397 -0.213 0.610 -0.760
F 2.931 -0.089 1.060 -0.359
P -1.714 0.134 0.161 1.409
S -2.801 -1.423 0.385 0.019
H 2.687 -1.973 0.449 0.175
H 3.207 -0.782 -0.795 0.175
H -1.337 0.121 -2.041 0.435
H -0.948 1.620 -1.400 0.422
H -1.100 2.046 1.247 0.431
H -2.197 1.125 2.121 0.412
```

Output
Orbital gap (spin up / spin down): 5.98 / 4.96 eV
<S²>: 2.005
Spin multiplicity: 3



No. 7
C2H6FN3O in the gas phase at a distorted geometry. Source: the Open Molecules 2025 dataset; level of theory: ωB97M-V/def2-TZVPD.

Structure (XYZ):
```
13
Properties=species:S:1:pos:R:3:nbo_charge:R:1
C -0.222 0.185 0.126 0.351
C -0.855 -1.176 0.125 -0.010
H 2.578 -0.470 -0.829 0.364
H 2.369 -0.749 0.826 0.358
H -0.735 -1.705 1.060 0.194
H -0.379 -1.809 -0.668 0.207
H -2.089 1.111 -0.138 0.404
H 0.337 2.215 -0.341 0.486
N 1.895 -0.676 -0.080 -0.701
N 1.017 0.452 -0.020 -0.428
N -1.134 1.207 0.216 -0.300
O -0.577 2.452 -0.079 -0.559
F -2.206 -1.039 -0.198 -0.367
```

Output
Orbital gap: 9.74 eV
Structure (SMILES): N/N=C(\CF)NO



No. 8
A molecular structure, C2H6FNO2S2 at a distorted geometry. Source: the Open Molecules 2025 dataset; level of theory: ωB97M-V/def2-TZVPD.

Structure (XYZ):
```
14
Properties=species:S:1:pos:R:3:nbo_charge:R:1
C -1.457 -1.444 -0.994 -0.679
C 1.819 1.530 0.794 -0.829
N 0.159 0.887 -1.394 -1.026
O 1.781 -0.841 -0.225 -0.935
O -0.415 -0.272 1.043 -0.737
F -2.866 -0.620 1.185 -0.561
S -1.640 -0.045 0.217 1.433
S 1.072 0.397 -0.379 1.839
H -1.857 -0.996 -1.924 0.259
H -2.076 -2.227 -0.609 0.234
H -0.373 -1.552 -0.831 0.274
H 2.113 1.029 1.780 0.254
H 2.646 1.881 0.353 0.235
H 1.093 2.273 0.983 0.239
```

Output
Orbital gap (spin up / spin down): 6.67 / 5.81 eV
<S²>: 2.016
Spin multiplicity: 3



Values of total energy, in order: -10582.4398 -15484.7536 -6378.0349 -6374.7443 -6373.6281 -32084.9230 -11403.7105 -32135.7177, all in eV.